# 1
{"formula": "C10H19AlNO2Sr", "method": "the ωB97M-V functional and the def2-TZVPD basis", "species": ["C", "C", "C", "Al", "C", "O", "C", "C", "N", "C", "C", "C", "C", "O", "H", "H", "H", "H", "H", "H", "H", "H", "H", "H", "H", "H", "H", "H", "H", "H", "H", "H", "H", "Sr"], "positions_angstrom": [[-2.6947, 3.6621, -0.9471], [-1.5691, 3.3153, -0.7468], [-0.2297, 2.9079, -0.5126], [-0.3240, 1.4306, 0.9602], [-1.9179, 0.3191, 0.5630], [-0.6255, 2.3330, 2.4434], [1.4817, 0.4782, 1.2104], [1.8567, -0.6370, 0.2255], [0.7262, -1.3888, -0.3401], [0.5619, -2.7219, 0.2486], [0.2632, -2.7091, 1.7344], [0.8867, -1.4835, -1.7632], [-0.1957, -0.8094, -2.5432], [1.8388, -2.0028, -2.2885], [-3.7511, 3.7591, -0.9370], [0.3656, 3.7905, -0.1746], [0.1331, 2.4782, -1.4660], [-2.8350, 0.7770, 0.9152], [-1.8185, -0.6988, 0.9126], [-2.0269, 0.2350, -0.5208], [-1.2133, 1.7780, 2.9637], [2.2973, 1.2186, 1.1141], [1.5141, 0.2011, 2.2528], [2.5335, -1.3443, 0.7064], [2.4680, -0.2323, -0.5968], [-0.2882, -3.1777, -0.2509], [1.4180, -3.3635, 0.0389], [-0.7860, -2.5352, 1.9241], [0.8684, -2.0101, 2.2950], [0.4847, -3.6942, 2.1286], [-0.1965, 0.2609, -2.3188], [-1.1555, -1.1696, -2.1915], [-0.0933, -0.9877, -3.6028], [1.9033, 2.2448, -1.4063]], "relative_energy_kj_mol": 0.0, "charge": 1, "energy_ha": -870.4685, "lumo_energy_ev": -5.64}

***

# 2
{"formula": "C10H19AsF6K3N3O12S2", "method": "the ωB97M-V functional and the def2-TZVPD basis", "species": ["K", "K", "K", "As", "F", "F", "F", "F", "F", "F", "C", "N", "O", "O", "H", "H", "H", "C", "N", "O", "O", "H", "H", "H", "C", "C", "O", "S", "O", "O", "O", "H", "H", "H", "H", "C", "C", "O", "S", "O", "O", "O", "H", "H", "H", "H", "N", "C", "C", "C", "C", "H", "H", "H", "H", "H"], "positions_angstrom": [[-2.5947, 0.0413, 4.4449], [-0.5560, -3.3992, 3.5653], [-5.7784, -2.6157, 1.0335], [-1.4293, -0.9772, 0.6377], [-1.2470, -1.0154, -1.1024], [-2.1030, 0.6919, 0.5280], [-1.5129, -0.9321, 2.4471], [-0.6855, -2.6315, 0.7291], [0.2072, -0.2191, 0.6634], [-3.0640, -1.7272, 0.4921], [-4.8171, 1.6566, -0.9680], [-4.8328, 0.2694, -1.4101], [-5.4945, -0.4499, -0.6967], [-4.1638, -0.0345, -2.3607], [-5.0357, 1.7718, 0.0936], [-5.6006, 2.2072, -1.4886], [-3.8351, 2.0527, -1.2264], [-2.7624, -2.4950, -3.5081], [-3.9035, -3.4996, -3.7700], [-4.9063, -3.0468, -4.2963], [-3.7083, -4.6848, -3.4759], [-2.8302, -1.7383, -4.2897], [-1.8453, -3.0808, -3.5712], [-2.9534, -2.3856, -2.4405], [1.1624, 1.2122, 5.6266], [2.3240, 0.2554, 6.2161], [2.5822, -0.6676, 5.1506], [1.7635, -0.2517, 3.7255], [1.2411, -1.4280, 3.0019], [2.5099, 0.7298, 2.9654], [0.5960, 0.3941, 4.6303], [1.3622, 2.1519, 5.1118], [0.4571, 1.4342, 6.4274], [1.9082, -0.4537, 6.9319], [3.1490, 0.7613, 6.7177], [0.4356, 1.3224, -2.3990], [-0.3590, 2.3677, -1.5896], [0.4336, 3.6222, -1.6484], [1.9678, 3.2934, -2.1352], [2.8004, 2.7359, -1.0571], [2.4924, 4.4403, -2.9242], [1.4363, 1.9933, -3.1149], [-0.3338, 0.8392, -3.0012], [0.9626, 0.5123, -1.8949], [-0.7082, 2.2691, -0.5618], [-1.3026, 2.5190, -2.1139], [4.6741, 0.5440, -0.8603], [3.8428, -0.5336, -0.8048], [4.4960, -1.5141, -1.5443], [5.6353, -0.9460, -2.0839], [5.7771, 0.3203, -1.5550], [4.5073, 1.4795, -0.5182], [2.9215, -0.4410, -0.2489], [3.9466, -2.4189, -1.7585], [6.2143, -1.3243, -2.9134], [6.5570, 1.0232, -1.8078]], "charge": 2, "energy_ha": -6890.1200, "lumo_energy_ev": -7.56}

***

# 3
{"formula": "C10H19AsN3PdS6Sb", "method": "the ωB97M-V functional and the def2-TZVPD basis", "species": ["Pd", "S", "Sb", "S", "S", "S", "C", "As", "C", "C", "S", "H", "H", "H", "H", "H", "H", "H", "H", "H", "N", "C", "N", "C", "C", "C", "C", "C", "H", "H", "H", "H", "H", "H", "H", "H", "H", "H", "S", "C", "N"], "positions_angstrom": [[-0.2264, -1.2707, -2.2609], [-5.1341, 0.5020, -2.6563], [-3.4039, -0.3823, -1.4836], [-2.4565, -2.3248, -2.4704], [-1.3241, 0.7884, -1.7939], [-3.8051, -0.6596, 0.7701], [1.8752, 1.3220, -3.5186], [2.4824, 0.1158, -2.1357], [2.0493, 0.8588, -0.4023], [4.3952, 0.5315, -2.1857], [2.4110, -1.9675, -2.2933], [2.2134, 2.3175, -3.2242], [0.7940, 1.2823, -3.6248], [2.3510, 1.0088, -4.4453], [2.3348, 1.9115, -0.3997], [2.6458, 0.3044, 0.3213], [0.9811, 0.7523, -0.2148], [4.5777, 1.5955, -2.0225], [4.7755, 0.2349, -3.1621], [4.8909, -0.0589, -1.4170], [-0.1231, -2.0956, 0.1467], [-0.2791, -1.6126, 1.1865], [-0.5258, -1.0723, 2.3626], [0.2020, 0.0877, 2.8395], [-0.7789, 1.2513, 3.0163], [-2.1369, 0.7519, 3.5490], [-1.9915, -0.5981, 4.2482], [-1.5496, -1.6508, 3.2370], [0.9729, 0.3374, 2.1140], [0.7091, -0.1586, 3.7806], [-0.9279, 1.7280, 2.0456], [-0.3374, 1.9977, 3.6852], [-2.8327, 0.6282, 2.7150], [-2.5679, 1.4887, 4.2310], [-2.9441, -0.9154, 4.6761], [-1.2814, -0.5214, 5.0803], [-2.3912, -1.9230, 2.5980], [-1.1630, -2.5510, 3.7326], [0.1964, -1.3749, -4.6957], [-0.9711, -0.5918, -5.6004], [-1.7061, -0.0672, -6.3284]], "relative_energy_kj_mol": 43.8, "charge": -2, "s_squared": 2.010, "multiplicity": 3, "energy_ha": -5549.8419, "lumo_energy_ev": [4.25, 4.24]}